Entry from the Open Molecules 2025 dataset: 13 unconnected molecules or ions with the total composition C78H195N13 at a distorted geometry (ωB97M-V/def2-TZVPD).

Last column: Mulliken charge in e.
CARTESIAN COORDINATES (ANGSTROEM)
C (-2.4328, 1.8846, -5.2673)  -0.54
H (-0.9587, 0.7043, 3.0827)  -0.34
N (2.8954, -1.4036, -2.4802)  1.74
H (2.3936, 1.7876, 4.7191)  -0.14
H (-0.5807, -2.4653, 5.2625)  0.63
C (-1.3920, -0.2796, -4.8610)  1.66
C (-6.6815, 3.7473, 2.0231)  -0.94
C (3.0999, 2.6157, 4.7789)  0.37
H (2.6420, -5.6446, 2.6652)  0.48
H (3.5193, 0.3277, -3.5143)  0.34
H (5.3256, 3.1058, 8.1605)  0.36
H (5.4562, 1.3904, 8.5066)  0.46
C (-0.2482, -5.6752, 1.0502)  -0.11
H (6.3530, 3.3343, -2.4227)  0.08
C (-2.3510, 1.5067, -0.2199)  -0.40
H (-4.5452, -5.8005, -1.0206)  0.01
H (1.6119, 1.1999, 1.9978)  -0.72
H (6.6574, 4.9286, -1.9365)  0.30
H (-2.9898, 2.4208, -6.0357)  0.56
H (5.8416, 4.1117, 0.0323)  0.15
H (2.6463, 7.3527, -0.1062)  0.40
C (-0.3696, 4.6581, 1.1857)  -1.86
C (-0.9157, -8.7163, -0.3131)  -0.96
C (-1.4969, 0.5945, -7.1955)  -0.25
H (-0.1648, 1.8265, 4.2345)  -0.20
C (2.9631, 4.2100, -2.1049)  0.40
H (1.1400, -7.4461, -4.2650)  0.31
H (1.3419, 2.0147, -2.3748)  -0.17
H (5.2348, 1.8020, 6.0452)  0.48
C (-4.2332, 0.7494, 5.9848)  -1.65
C (-1.0809, 1.2859, 3.9965)  0.73
H (1.6810, 4.5053, 0.7648)  -0.98
H (2.9182, 0.7930, 0.9752)  -0.31
H (-2.8929, 1.9319, -8.1533)  0.33
H (-4.0973, 0.1463, 6.8826)  0.40
H (1.8209, 2.1103, 0.5318)  -0.47
H (0.2038, 7.6301, -0.0716)  0.18
H (-0.6578, 1.2892, -7.1577)  0.20
N (-2.4363, -0.6002, 4.8943)  0.23
N (3.5262, 3.0107, 6.1314)  0.03
H (3.2834, 3.3356, -2.6715)  -0.09
C (2.6257, -3.6383, -1.2937)  -0.72
H (-3.8158, 0.6153, 3.8350)  0.05
C (-5.4612, 3.5673, -1.5047)  -1.04
C (-1.5307, -6.3293, 1.6214)  -1.30
H (-1.5262, -1.2654, -1.8588)  -1.03
C (-3.7638, 0.0016, 4.7343)  -0.04
H (-0.0998, -8.4713, 0.3670)  0.22
C (2.5561, 3.7245, 3.8842)  -0.71
H (-5.8552, 4.5835, -1.4895)  0.39
H (-1.6458, 0.9761, 6.0040)  0.46
H (3.4031, 4.3986, 3.7565)  0.27
H (-4.6124, -7.5299, -0.9421)  0.43
C (-0.5097, -5.4605, -4.1711)  -1.15
H (-2.1152, -1.2973, 2.8791)  0.05
C (-4.1771, 5.0749, 2.2794)  -1.98
H (-0.4177, -0.1224, 5.4342)  -0.10
H (0.3017, -6.3692, 0.4145)  0.35
H (-6.8755, -3.1943, 0.7033)  0.45
H (2.7122, 3.9148, -1.0861)  -0.65
H (-0.5070, -9.4896, -5.8289)  0.37
H (-6.2227, -0.3393, 0.2562)  -0.07
N (1.2407, 6.6006, 1.3678)  -0.10
C (7.1793, 4.0057, -2.1893)  -1.22
H (1.7486, 4.1809, 6.5494)  0.37
H (8.5171, 0.0426, 0.0990)  0.22
C (-1.5963, -1.7958, -5.1370)  -1.19
H (-3.4874, 0.3041, -8.2126)  0.31
C (4.4807, 0.3553, -1.5847)  -0.24
H (-3.0861, 0.7621, -0.5256)  -0.73
N (7.4018, 2.6672, -0.1219)  0.63
H (-4.7290, 5.9067, 1.8416)  0.41
H (3.7709, 5.2644, 0.5111)  -0.25
H (1.5328, -0.9875, 0.5146)  -0.48
H (-0.3918, 9.5555, 1.5676)  0.46
C (0.3621, -8.8540, -5.6588)  -1.38
C (1.3754, 2.2930, -4.4963)  -1.82
H (9.0540, 2.9160, 1.1032)  0.42
H (-8.7914, -0.0324, -0.2868)  0.46
H (-4.0672, -7.3555, 1.6736)  0.35
C (6.5008, 3.5008, 0.6490)  -0.96
H (7.7546, 4.0875, -3.1115)  0.46
H (-1.2278, -7.0915, 2.3393)  0.14
C (-2.5721, 0.8948, -8.2504)  -1.36
C (-4.8760, -1.8325, -1.7506)  0.14
H (2.9106, 8.0550, 1.4334)  0.47
H (-3.9669, 2.9748, 1.9239)  -0.44
H (-7.2451, 2.3970, 3.7369)  0.52
C (-0.9738, -1.1167, 0.2425)  -1.08
C (5.5403, 2.6915, 1.5488)  0.07
C (-0.8987, 1.1602, -0.5249)  0.72
H (-4.4543, -0.8221, 4.5529)  0.44
H (3.6478, -1.9860, -5.1213)  0.38
H (0.7905, 2.0489, 6.2851)  -0.16
C (2.3709, -1.7745, 5.6554)  -1.92
H (-4.6253, 4.8084, 3.2366)  0.40
H (-3.6114, 4.0923, 0.5692)  -0.17
C (2.0752, -1.7977, -3.6282)  0.99
H (3.9348, 2.2745, 8.7863)  0.27
H (-3.6818, 2.8414, -3.7363)  0.48
C (1.7501, 4.7871, -2.8009)  -1.79
H (-2.4452, 1.7513, 0.8381)  0.00
H (0.0751, -2.0530, -1.5740)  -0.82
C (0.1649, -7.8416, -4.5494)  -0.02
C (0.7190, 2.4955, -3.1291)  0.92
C (0.5020, 8.9328, 1.6057)  -1.64
H (-2.6764, -1.9286, -5.1993)  0.50
C (-0.8270, -2.3735, 4.2047)  -0.95
C (2.3556, 3.3922, 6.9940)  -1.05
H (-2.1143, 5.9226, -3.2903)  0.59
H (-1.4020, -2.7580, -1.1409)  -0.81
H (8.6494, 4.3373, -0.5529)  0.45
H (-0.3337, 2.0887, -0.6070)  -0.06
H (1.2363, -2.4166, -3.3099)  -0.29
H (1.8139, -3.3394, -0.6306)  -0.05
H (0.5222, -5.1616, -3.9869)  0.27
H (0.9023, 5.3564, -0.4065)  0.05
C (1.8735, 1.1027, 0.9441)  0.79
H (4.1182, -2.2651, -0.9133)  0.07
H (-2.3525, -5.6307, -7.1119)  0.31
C (-4.2975, 3.8623, 1.3843)  1.49
H (1.6325, 4.1429, 4.2844)  0.51
N (0.5839, 3.9170, -2.8365)  1.66
H (2.0800, 4.9540, -3.8263)  0.60
N (-2.4064, -6.8491, 0.5820)  1.13
H (-0.8141, -8.0929, -1.2014)  -0.02
H (-1.1941, -4.5528, -2.3496)  -0.48
H (-1.9093, 1.9804, 3.8569)  0.26
C (-8.2510, -0.9790, -0.2972)  -1.75
H (-2.0087, -0.8371, 0.4398)  0.34
C (-2.1605, -1.6539, 3.9082)  0.13
H (2.1763, -4.1884, -2.1205)  -0.02
H (3.4939, -0.4762, 4.4019)  0.46
H (4.2158, -4.8326, 2.6342)  0.42
H (-3.1348, 5.3717, 2.3958)  0.44
H (3.6964, 0.8930, -1.0520)  -0.59
H (-5.6347, 2.3368, 3.3451)  -0.08
H (1.9187, -0.9140, 3.7134)  -0.53
H (2.2991, 2.8368, -4.6945)  0.38
C (2.7718, -2.5383, -4.7810)  -2.00
H (-1.3518, -2.3629, -4.2388)  -0.30
H (1.2467, -9.4506, -5.4356)  0.41
H (8.8578, 2.9393, -1.5801)  0.39
N (-6.0738, -2.0755, -0.9337)  0.23
H (-1.0038, -4.5889, -4.6003)  0.00
H (-0.3322, 4.7407, 2.2719)  0.51
H (0.7263, 8.8162, 2.6660)  0.38
H (4.8028, 3.3548, 2.0007)  -0.20
H (-1.0371, -0.3406, -7.5155)  0.35
N (-0.5915, -6.6801, -5.0255)  0.40
H (0.4679, -5.3583, 1.8084)  0.34
H (3.7972, 5.7234, 2.2033)  0.12
C (-2.2255, -8.3134, 0.3929)  -0.87
H (3.2642, -4.3497, -0.7699)  0.53
H (-5.2923, 0.9910, 5.8959)  0.45
H (0.5599, 2.4431, 7.9578)  0.55
H (-1.2406, 5.2245, 0.8559)  0.33
H (-0.7442, -3.3381, 3.7039)  0.27
H (-3.6723, -3.5409, -1.5416)  -0.28
H (-5.9554, 3.0383, -2.3196)  0.47
H (-0.8258, -9.7826, -0.5206)  0.49
H (-0.9677, -2.1926, -5.9343)  0.47
C (-4.3025, -3.1482, -2.3396)  -0.73
H (5.0004, -0.2714, -0.8599)  0.44
H (3.2446, -1.5626, 1.5725)  -0.68
C (3.1424, -4.6887, 2.5105)  -1.51
C (-0.8933, -1.7940, -1.1459)  2.18
H (-1.5547, 2.5054, -5.0894)  0.21
C (-3.3068, 1.8386, -3.9408)  -0.85
H (4.6740, 0.0694, 2.9345)  -0.47
H (-0.7626, 7.3434, 1.4100)  0.16
C (-4.7049, -6.6308, -0.3327)  -1.17
H (-1.7460, -0.1038, -3.8452)  -1.08
H (-4.0790, -1.2565, -1.2804)  -0.32
H (9.7704, 1.0069, -0.7188)  0.33
H (-5.7585, -4.0369, -0.2243)  -0.06
H (4.4320, -2.7474, 1.6663)  0.70
C (4.7879, 2.1586, 8.1177)  -1.53
H (1.3257, 9.4641, 1.1289)  0.36
H (0.5953, -8.4993, -6.6628)  0.33
H (-2.5450, 2.4181, -0.7854)  0.21
C (-5.8731, 2.8413, -0.1818)  0.18
H (-5.2094, -1.2272, -2.5936)  0.72
H (1.6821, -0.8310, -3.9430)  -0.61
H (-3.7428, -6.6454, -6.4549)  0.42
H (3.6798, 5.0307, -2.0775)  0.50
H (-0.6354, -1.7909, 1.0293)  0.26
H (5.9759, 2.2000, 2.4188)  0.46
C (3.7458, 6.1180, 1.1885)  -0.48
N (-5.6947, 3.7988, 0.9382)  0.09
H (6.0072, -1.0468, 2.7611)  0.39
H (3.1613, -2.4114, 6.0527)  0.61
H (-0.3029, -8.1642, -3.6193)  0.02
H (-6.8002, 1.5494, 2.2690)  0.05
H (-0.2264, 1.9531, -3.1134)  -0.29
C (-3.7813, -6.6275, 0.9143)  -0.29
H (4.7021, -0.8669, -3.4477)  0.48
H (1.5273, 1.2482, -4.7673)  0.40
H (-8.4761, -1.2923, 0.7223)  0.37
H (-4.3803, 3.7047, -1.5334)  -0.14
H (7.9693, 1.7023, 1.6561)  0.27
H (2.9261, -4.4739, 1.4640)  0.07
C (4.3523, 1.9243, 6.6732)  0.32
H (7.0723, 4.2290, 1.2245)  0.29
C (-1.0990, -5.5403, -2.8012)  0.67
H (-3.0967, -5.2446, -5.5477)  0.05
H (-0.5172, 3.6246, 0.8725)  0.02
C (3.5847, -2.5276, -1.8269)  -0.57
H (-3.0127, -8.7010, -0.2538)  0.38
C (8.1085, 3.5445, -1.0697)  -0.52
C (-1.9671, -7.0420, -5.4607)  -0.30
C (-0.6486, 4.4553, -3.4428)  0.37
H (1.4271, 0.0659, -0.8547)  -0.79
H (4.6802, 6.6437, 0.9918)  0.52
C (0.2320, 7.5509, 1.0151)  0.11
C (-6.7390, -0.8034, -0.5841)  0.03
H (5.1932, 1.1149, -1.9065)  0.23
H (-0.6409, 4.5016, -4.5317)  0.29
H (2.2634, 3.3732, 2.8948)  -0.26
C (-1.3621, 0.3477, 5.1598)  -1.30
H (1.4826, -2.4055, 5.6251)  0.31
H (2.1991, -0.9497, 6.3469)  0.07
H (-2.9571, -2.3966, 3.9532)  0.44
C (-4.8448, -2.6479, 1.1695)  -0.60
C (3.9230, -0.4192, -2.8308)  -1.44
H (-2.0757, -6.0241, -2.8134)  0.33
H (-6.9293, 2.5726, -0.2003)  0.49
H (3.8514, 0.9563, 6.6701)  -0.25
C (1.1637, -0.0113, 0.2002)  1.54
H (0.7131, 2.6446, -5.2874)  0.12
H (-7.6557, 3.7412, 1.5340)  0.47
C (2.5464, -3.5524, 3.3229)  0.40
H (-6.6815, 4.6230, 2.6721)  0.42
H (-0.0199, -1.7672, 3.7935)  -0.32
H (-3.6611, -2.9710, -3.2029)  -0.01
C (-1.0964, 5.8279, -2.9120)  -1.43
H (-2.5793, -7.3428, -4.6105)  0.29
H (2.0900, -2.6956, -5.6168)  0.44
H (-3.8233, -2.6761, 0.7901)  -0.02
N (-2.1435, 0.5274, -5.8251)  0.37
C (-5.9435, -3.0343, 0.1611)  -0.94
C (2.6076, 7.1219, 0.9584)  -0.70
H (-6.5450, -0.0644, -1.3615)  0.45
H (-0.4761, -6.1748, -2.1707)  -0.02
C (1.3300, 2.2739, 7.2051)  -0.31
H (-8.6844, -1.6701, -1.0201)  0.36
C (0.9227, 5.2838, 0.6809)  1.99
C (8.4282, 2.0967, 0.7494)  -0.49
H (1.9373, 1.4239, 7.5161)  0.13
H (-3.7135, 1.6874, 6.1803)  0.33
C (-6.6033, 2.4456, 2.8572)  -0.43
H (-2.0048, -5.4918, 2.1333)  0.54
H (-5.0652, -1.7153, 1.6889)  0.40
H (-2.6999, 1.5904, -3.0700)  -0.38
H (9.9835, 0.5750, 0.9666)  0.42
H (-0.9328, 0.7883, -1.5489)  -0.08
H (-4.1643, 1.1670, -3.9819)  0.42
C (4.0457, -1.8988, 2.2308)  0.58
H (-3.9388, -5.6962, 1.4583)  0.04
H (-0.3284, -0.0423, -4.8859)  -0.42
H (4.9634, 1.9076, 1.0582)  -0.32
H (2.2782, -4.0122, 4.2741)  0.51
H (-2.2202, 0.8725, -9.2817)  0.43
H (1.6371, -3.2522, 2.8022)  -0.31
H (-1.8865, -7.9495, -6.0591)  0.34
H (-4.8023, -3.3883, 1.9684)  0.62
H (-1.4188, 3.7197, -3.2105)  -0.61
H (4.2795, -2.9846, -2.5315)  0.42
H (4.0220, 2.2622, 4.3175)  -0.21
H (-5.0688, -3.8682, -2.6265)  0.46
N (3.4300, -2.4017, 3.4980)  -0.07
H (-0.4302, 6.6150, -3.2653)  0.34
H (3.1399, -3.5047, -4.4366)  0.35
H (-5.3295, 1.8969, -0.1546)  -0.39
C (2.7894, -1.2935, 4.2482)  1.09
H (2.6930, 3.7545, 7.9650)  0.47
C (5.0543, -0.7492, 2.3235)  -0.34
H (-5.7607, -6.6186, -0.0621)  0.48
N (-0.2817, 0.1759, 0.3510)  1.32
C (9.2388, 0.8505, 0.2199)  -1.28
H (-1.0341, 5.7538, -1.8263)  -0.04
C (-2.8549, -6.0506, -6.2405)  -1.05
H (5.3492, -0.4312, 1.3235)  0.04
H (-2.3534, -8.8864, 1.3112)  0.37
H (-0.4313, -4.7820, 0.4530)  -0.53
H (1.5400, 5.7727, -2.3854)  0.46

The value obtained for the total energy is -103414.5279 eV. Its energy above the lowest of the compared OMol25 structures with the same formula, charge and spin is 3.690 eV. For the frontier orbital gap, the calculation gives 8.64 eV. The HOMO energy is -7.945 eV.